ORCA calculation (ωB97M-V with the def2-TZVPD basis set) on the ion C26H36NSi with charge +1 in a non-equilibrium geometry.

Results
Electronic energy = -1356.35477 Ha
Total charge = +1
M = 390.667 Da
E_LUMO = -3.931 eV
SMILES string = CC(C)[Si](C(C)C)(C(C)C)[N+]1=C[C@H](C(c2ccccc2)c2ccccc2)C=C1
HOMO-LUMO gap = 7.80 eV
Max |F| = 2.45 eV Å⁻¹
Multiplicity = 1

CARTESIAN COORDINATES (ANGSTROEM)
Si (-0.9222, 0.8983, -2.0616)
N (0.3451, 0.0715, -0.9927)
C (3.9574, -2.7331, 3.7670)
C (0.1682, -0.8209, -0.0144)
C (3.5760, -0.0831, 2.9913)
C (-1.0867, -0.1698, 3.0932)
C (-0.3987, -2.4691, 2.7641)
C (5.0590, -1.9033, 3.5552)
C (-1.6935, -2.8978, 3.1160)
C (-2.6960, -1.9531, 3.3549)
C (1.4006, -1.0104, 0.7946)
C (2.4872, -0.9689, 3.0214)
C (1.2289, -0.5812, 2.2333)
C (2.6552, -2.2430, 3.5687)
C (-3.7374, 1.1508, -1.4165)
C (-0.1509, 3.0389, -0.2056)
C (0.9661, 0.0046, -4.0932)
C (-1.4012, 0.3033, -4.8594)
C (-0.9490, 2.7218, -1.4770)
C (1.7041, 0.5086, -0.9559)
C (-0.3319, 0.7875, -3.8691)
C (-0.6027, 3.7289, -2.5793)
C (-2.7958, -1.1587, -1.1605)
C (4.8638, -0.5468, 3.2610)
C (-0.1003, -1.1090, 2.7752)
C (2.3671, -0.1170, 0.0362)
C (-2.3894, -0.5913, 3.3568)
C (-2.6721, 0.1643, -1.9175)
H (-3.7931, -1.5909, -1.3369)
H (1.1692, 0.5169, 2.2642)
H (0.8515, -1.0516, -3.8130)
H (-0.7938, -1.2974, 0.1663)
H (1.8147, 0.4311, -3.5467)
H (-3.1539, 0.1615, 3.5549)
H (-1.6545, -0.7522, -4.6895)
H (-0.8244, 0.8913, 3.0792)
H (0.4477, 3.6388, -2.8896)
H (1.7884, -2.8630, 3.8064)
H (-1.0132, 0.3860, -5.8847)
H (0.9324, 2.9904, -0.3869)
H (-0.7450, 4.7524, -2.2028)
H (3.3816, 0.0968, 0.3600)
H (-0.4091, 2.3801, 0.6357)
H (-1.2404, 3.6163, -3.4652)
H (-2.3206, 0.8989, -4.8102)
H (-1.8999, -3.9680, 3.1772)
H (2.0553, 1.2372, -1.6805)
H (0.3504, -3.2044, 2.4569)
H (1.2142, 0.0394, -5.1649)
H (-2.0505, -1.8928, -1.4909)
H (-3.5578, 1.4345, -0.3698)
H (-3.7799, 2.0606, -2.0281)
H (-0.1251, 1.8434, -4.1003)
H (-2.8997, -0.0491, -2.9731)
H (-0.3828, 4.0700, 0.1059)
H (6.0710, -2.3014, 3.6543)
H (-2.0117, 2.8570, -1.2273)
H (3.4086, 0.9576, 2.6830)
H (-3.7202, -2.2845, 3.5432)
H (-2.7060, -0.9985, -0.0758)
H (-4.7287, 0.6773, -1.4669)
H (4.0874, -3.7772, 4.0668)
H (5.7056, 0.1443, 3.1992)
H (1.6816, -2.0730, 0.7633)

Forces on atoms 1 to 2 (eV/Å):
-0.8 0.8 -0.8
-0.4 -1.7 1.7


ORCA calculation (ωB97M-V with the def2-TZVPD basis set) on a structure of composition C26H36PTm in a non-equilibrium geometry.

Results
Electronic energy = -2438.31003 Ha
Total charge = +2
M = 548.482 Da
E_LUMO (spin up / spin down) = -6.536 / -6.509 eV
HOMO-LUMO gap (spin up / spin down) = 7.90 / 7.94 eV
Max |F| = 4.27 eV Å⁻¹
Multiplicity = 3

CARTESIAN COORDINATES (ANGSTROEM)
Tm (0.4033, -0.2941, -0.3575)
P (-0.9932, -2.6483, 0.2620)
C (-1.1734, 1.4412, -3.0175)
C (-4.1864, -2.0749, 3.5584)
C (1.3065, -4.2093, 0.8153)
C (-3.1571, 0.3963, -0.7741)
C (2.6250, -4.3522, 1.2316)
C (0.2058, 2.0631, -0.9010)
C (-3.5852, -2.5283, 1.2569)
C (-2.2199, -2.5713, 1.6194)
C (2.5951, -2.1216, 2.1828)
C (-2.8412, -2.1673, 3.9290)
C (0.0055, 1.9461, 0.5196)
C (-4.5569, -2.2759, 2.2262)
C (-1.9350, 1.0931, 2.0323)
C (-1.8630, -2.4456, 2.9733)
C (-1.4652, -4.1765, -0.5821)
C (1.2624, 2.8554, -1.5752)
C (3.2677, -3.3204, 1.9196)
C (1.2706, -1.9468, 1.7549)
C (-1.2374, 1.2566, 0.7338)
C (1.6344, -1.1410, -1.9525)
C (-1.7818, 0.9033, -0.5492)
C (4.1058, -0.7477, -2.1976)
C (-0.8876, 1.3949, -1.5623)
C (0.6117, -3.0151, 1.0790)
C (0.8486, 2.5445, 1.5823)
C (2.9380, -0.8482, -1.2126)
H (4.2739, -1.7029, -2.6896)
H (0.8072, -5.0191, 0.2818)
H (-0.8199, -2.5640, 3.2741)
H (-3.4190, -0.3850, -0.0461)
H (-1.9436, 0.7095, -3.2914)
H (-5.6076, -2.2398, 1.9335)
H (-1.2134, 1.0123, 2.8570)
H (0.4680, 3.5409, 1.8703)
H (4.2973, -3.4513, 2.2605)
H (-3.9087, 1.2017, -0.6742)
H (-2.4676, -4.0580, -1.0132)
H (3.1430, -1.6547, -0.4984)
H (0.7238, -1.0338, 2.0696)
H (3.1586, -5.2853, 1.0284)
H (1.1401, -0.2232, -2.3792)
H (-4.9467, -1.8620, 4.3094)
H (5.0329, -0.4795, -1.6910)
H (-1.5434, 2.4369, -3.3149)
H (3.9220, -0.0019, -2.9676)
H (-3.2579, -0.0277, -1.7807)
H (-0.7605, -4.3937, -1.3940)
H (0.7494, -1.8755, -1.2736)
H (-2.6014, 1.9483, 2.2530)
H (1.7826, -1.8262, -2.7865)
H (1.8849, 2.6688, 1.2389)
H (2.0927, 3.0664, -0.8884)
H (0.8603, 3.8234, -1.9186)
H (-1.4770, -5.0199, 0.1227)
H (3.0904, -1.3141, 2.7229)
H (0.8523, 1.9169, 2.4886)
H (-0.2699, 1.2403, -3.6095)
H (-3.8745, -2.7035, 0.2173)
H (-2.5497, -2.0297, 4.9707)
H (2.8877, 0.0934, -0.6068)
H (-2.5473, 0.1816, 2.0355)
H (1.6590, 2.3351, -2.4607)

Forces on atoms 1 to 2 (eV/Å):
-1.4 1.8 3.6
-0.5 -0.6 1.2


ORCA calculation (ωB97M-V with the def2-TZVPD basis set) on a structure of composition C26H37As2ClN5PPtSe.

Results
Electronic energy = -9080.03113 Ha
Total charge = +2
M = 909.926 Da
E_LUMO = -5.807 eV
HOMO-LUMO gap = 5.20 eV
Max |F| = 0.53 eV Å⁻¹
Multiplicity = 1

CARTESIAN COORDINATES (ANGSTROEM)
Pt (-0.1617, -0.7773, -0.1748)
Se (1.5559, 1.8100, -3.1114)
As (-0.5119, -1.1462, -2.5781)
As (0.1488, -3.1272, -0.2218)
Cl (2.4114, 3.9358, 0.7215)
P (0.1783, -0.3580, 2.0891)
N (2.1710, 0.3042, 3.8516)
N (-0.2179, 6.1368, -2.4086)
N (0.0214, 1.4114, 4.1975)
N (-0.3288, 1.3241, -0.3475)
N (0.2972, -0.9360, 4.7523)
C (1.7480, -0.7571, 4.7625)
C (0.9182, -1.3988, -3.8499)
C (-0.2110, -1.4882, 3.4983)
C (1.5671, 1.5431, 4.1992)
C (0.8921, 3.2811, 0.2358)
C (-1.6264, -5.0523, -1.5252)
C (-0.3569, 0.2621, 5.1432)
C (-0.2766, 4.0217, 0.3081)
C (-1.8004, 0.0231, -3.3907)
C (-2.4512, -5.4565, -2.5659)
C (-0.0411, -4.3300, 1.2766)
C (1.6371, 4.6119, -2.4700)
C (-2.7052, -4.6000, -3.6263)
C (-1.0748, -3.7782, -1.5525)
C (1.0720, 5.8534, -2.2267)
C (0.8515, 1.9592, -0.1747)
C (0.8425, 3.5566, -2.9277)
C (1.9607, -0.0475, 2.4470)
C (-0.5277, 1.1877, 2.8161)
C (-2.1504, -3.3271, -3.6517)
C (-0.4878, 3.8864, -3.2061)
C (-1.3429, -2.9034, -2.6039)
C (-1.4652, 2.0199, -0.2450)
C (1.9384, -3.5510, -0.8469)
C (-0.9594, 5.1590, -2.9309)
C (-1.4736, 3.3759, 0.0400)
H (-2.1503, -0.4457, -4.3095)
H (-3.3437, -4.9212, -4.4381)
H (1.4756, -0.4744, -3.9643)
H (1.5551, -2.2251, -3.5425)
H (-1.4320, -5.7357, -0.7087)
H (-1.9959, 5.4066, -3.1386)
H (2.5844, -3.7543, 0.0065)
H (2.6944, 4.4569, -2.2993)
H (-0.2481, 5.0725, 0.5630)
H (1.8289, 1.8387, 5.2146)
H (2.5445, -0.9321, 2.1874)
H (-2.3649, -2.6747, -4.4887)
H (2.0620, -0.5045, 5.7755)
H (0.2324, -2.4652, 3.3179)
H (-2.4091, 3.9164, 0.0471)
H (-2.6409, 0.2008, -2.7245)
H (-1.0406, -4.2931, 1.7041)
H (1.7527, 1.3867, -0.3340)
H (-1.4417, 0.1658, 5.1120)
H (-1.6147, 1.1315, 2.8873)
H (1.8190, 2.3358, 3.4944)
H (1.6922, 6.6642, -1.8565)
H (-2.8946, -6.4426, -2.5494)
H (0.1560, -5.3321, 0.8966)
H (2.3104, 0.7674, 1.8084)
H (-2.3840, 1.4752, -0.4206)
H (0.7095, -4.1135, 2.0333)
H (-0.0395, 0.5747, 6.1379)
H (2.2301, -1.6900, 4.4760)
H (-1.2908, -1.6336, 3.5772)
H (-0.2676, 2.0475, 2.1975)
H (-1.1655, 3.1620, -3.6359)
H (2.3453, -2.7142, -1.4096)
H (-0.3771, 2.2795, 4.5624)
H (-1.2533, 0.9357, -3.6142)
H (0.4303, -1.6557, -4.7908)
H (1.8912, -4.4386, -1.4763)

Forces on atoms 1 to 2 (eV/Å):
-0.1 0.4 0.0
-0.1 0.1 0.1